1.
# C20H56B2O7

A 7-piece molecular cluster, C20H56B2O7 overall in a non-equilibrium geometry (ωB97M-V/def2-TZVPD, the OMol25 dataset).

Structure (XYZ):
```
85
Properties=species:S:1:pos:R:3:lowdin_charge:R:1
B 2.90762 -7.44051 3.40897 0.15
B 1.52533 -6.48408 3.35874 -0.41
O 1.62527 -5.14203 2.90346 0.07
C 0.13248 -7.09765 3.86459 -0.17
C -1.11197 -6.58777 3.06960 -0.11
H 3.47686 -7.82190 2.44079 0.01
H 3.28825 -7.73334 4.50602 0.01
H 2.37210 -4.73884 3.33120 0.09
H 0.02183 -6.73961 4.89959 0.11
H 0.15082 -8.19162 3.83811 0.09
H -0.98175 -5.59432 2.63339 0.06
H -1.38727 -7.29054 2.27958 0.07
H -1.94898 -6.50661 3.77220 0.07
C -0.77262 -3.55194 -0.18904 -0.06
C 0.29221 -2.51429 0.13270 -0.49
C 1.39709 -2.51353 -0.91118 -0.06
O 0.84399 -2.77932 1.42127 -0.07
H -0.34082 -4.55707 -0.19834 0.08
H -1.55547 -3.54620 0.57175 0.08
H -1.22966 -3.36117 -1.16198 0.08
H -0.16504 -1.52422 0.18222 0.13
H 1.90068 -3.48526 -0.94534 0.08
H 2.15731 -1.76999 -0.66313 0.06
H 1.00250 -2.29064 -1.90479 0.08
H 1.25278 -3.65384 1.39598 0.05
C -0.05400 1.86658 -1.44530 -0.05
C 0.69543 1.27078 -2.62588 -0.49
C 1.02794 2.33168 -3.66341 -0.06
O -0.09611 0.24428 -3.22659 -0.06
H -1.00256 2.30346 -1.77014 0.06
H -0.29341 1.09246 -0.71338 0.07
H 0.53539 2.64200 -0.95258 0.08
H 1.61501 0.79868 -2.27552 0.13
H 0.11402 2.78462 -4.05810 0.08
H 1.55768 1.88757 -4.50779 0.08
H 1.64984 3.12088 -3.23740 0.08
H -0.91014 0.64810 -3.53896 0.08
C 4.90936 -2.56883 0.93462 -0.06
C 5.36316 -1.30238 0.22568 -0.49
C 6.59731 -0.71107 0.88528 -0.06
O 4.30868 -0.34230 0.23848 -0.06
H 4.64614 -2.35668 1.97495 0.08
H 4.01725 -2.97563 0.45679 0.06
H 5.69059 -3.33192 0.92333 0.08
H 5.57576 -1.52462 -0.82152 0.14
H 6.38315 -0.44005 1.92242 0.07
H 6.90541 0.20201 0.37270 0.08
H 7.43175 -1.41553 0.87384 0.08
H 4.11212 -0.13777 1.15716 0.07
C -4.60952 2.90886 -2.01395 -0.06
C -3.56972 3.84379 -1.41655 -0.50
C -4.22357 5.01504 -0.69989 -0.06
O -2.71293 4.33056 -2.45049 -0.06
H -5.22170 3.43007 -2.75323 0.05
H -4.12562 2.07826 -2.53126 0.08
H -5.26669 2.50283 -1.24162 0.08
H -2.93883 3.29255 -0.71662 0.13
H -4.82416 5.60657 -1.39691 0.08
H -3.46584 5.68115 -0.28425 0.08
H -4.86942 4.67273 0.11077 0.08
H -3.25706 4.81762 -3.07491 0.08
C -8.79414 2.12723 -3.70081 -0.06
C -8.12683 3.48508 -3.85436 -0.50
C -8.92445 4.39273 -4.77800 -0.06
O -6.80307 3.31807 -4.36353 -0.07
H -8.86173 1.61902 -4.66683 0.08
H -8.20848 1.48539 -3.04105 0.08
H -9.80024 2.22470 -3.28954 0.08
H -8.02691 3.95646 -2.87491 0.14
H -8.99644 3.95755 -5.77870 0.08
H -8.43145 5.36014 -4.88367 0.08
H -9.93425 4.55581 -4.39778 0.08
H -6.86866 2.90307 -5.22765 0.09
C 4.97732 2.72024 5.40413 -0.06
C 5.72359 2.12654 4.21961 -0.50
C 6.06332 3.19053 3.18741 -0.06
O 4.93404 1.10173 3.61486 -0.07
H 4.03154 3.16421 5.08108 0.08
H 4.73540 1.94466 6.13213 0.08
H 5.57039 3.49076 5.89953 0.08
H 6.64072 1.64879 4.56762 0.14
H 5.15274 3.64957 2.79229 0.08
H 6.59228 2.74851 2.34175 0.08
H 6.68795 3.97487 3.61828 0.08
H 4.11910 1.50432 3.30197 0.08
```

Output
Net charge: 0
HOMO energy, eV: -9.41
SMILES: BB(O)CC.CC(C)O.CC(C)O.CC(C)O.CC(C)O.CC(C)O.CC(C)O
E_LUMO, Ha: -0.0070
Frontier orbital gap, hartree: 0.3389
Maximum force, eV/Å: 1.89

2.
# CH2Cl4OP2

An isolated molecule of CH2Cl4OP2 in a non-equilibrium geometry (ωB97M-V/def2-TZVPD, the OMol25 dataset).

Structure (XYZ):
```
10
Properties=species:S:1:pos:R:3:lowdin_charge:R:1
C 1.95071 0.33938 0.26256 -0.26
P 0.61969 -0.66643 0.05046 -0.07
Cl 0.23321 -2.03403 1.32796 0.44
Cl -0.10865 -1.74812 -1.75228 0.10
O -0.49560 0.46075 0.10930 -0.82
P -1.92264 0.83026 -0.69974 0.16
Cl -3.28795 -0.48495 0.20503 0.12
Cl -2.08112 2.47131 0.40116 0.27
H 2.28197 1.19409 -0.42870 0.05
H 2.81037 -0.36226 0.52425 0.01
```

Output
Net charge: 0
Relative energy (zero: lowest compared OMol25 entry of this formula, charge and spin), kJ/mol: 41.8
HOMO energy, eV: -8.97
SMILES: C=P(Cl)(Cl)OP(Cl)Cl
E_LUMO, Ha: -0.0040
Frontier orbital gap, hartree: 0.3256
Maximum force, eV/Å: 4.05

3.
# C6H10

C6H10 as an isolated structure in a non-equilibrium geometry (ωB97M-V/def2-TZVPD, the OMol25 dataset).

Structure (XYZ):
```
16
Properties=species:S:1:pos:R:3:lowdin_charge:R:1
C -1.41072 0.60702 0.47612 -0.16
C -0.52781 1.12783 -0.62110 -0.14
C 0.95164 1.02282 -0.25142 -0.20
C 1.22192 -0.31988 0.47318 -0.20
C 0.18938 -1.32897 -0.05219 -0.18
C -1.04459 -0.53558 -0.38730 -0.24
H -0.98925 0.51773 1.47476 0.11
H -2.44701 0.92827 0.47703 0.10
H -0.76477 0.34292 -1.49651 0.13
H 1.55428 1.10885 -1.16144 0.10
H 1.24614 1.87129 0.38568 0.11
H 1.09432 -0.20062 1.55373 0.10
H 2.24588 -0.66623 0.31443 0.10
H -0.06137 -2.08702 0.69426 0.11
H 0.56702 -1.85441 -0.93981 0.11
H -1.87275 -1.02467 -0.90979 0.14
```

Output
Net charge: 0
Relative energy (zero: lowest compared OMol25 entry of this formula, charge and spin), kJ/mol: 277.9
HOMO energy, eV: -7.91
E_LUMO, Ha: 0.0417
Frontier orbital gap, hartree: 0.3325
Maximum force, eV/Å: 1.65

4.
# C5H20AlN10O5

C5H20AlN10O5 as an isolated structure in a non-equilibrium geometry (ωB97M-V/def2-TZVPD, the OMol25 dataset).

Structure (XYZ):
```
41
Properties=species:S:1:pos:R:3:lowdin_charge:R:1
Al -2.04725 -2.21769 0.70582 1.00
C -4.01900 3.74795 -2.16903 -0.71
O -4.04116 2.59702 -1.84334 0.11
N -4.80072 4.30358 -3.04060 0.22
N -2.98853 4.56850 -1.80579 0.23
H -5.52025 3.76166 -3.49746 0.14
H -4.81385 5.22639 -3.45089 0.14
H -2.83735 5.53849 -2.04320 0.13
H -2.31990 4.06882 -1.23715 0.12
C -3.11096 -7.61437 -3.71897 -0.78
O -2.70590 -6.66508 -3.15754 0.16
N -2.81372 -8.86910 -3.45245 0.25
N -3.83876 -7.45438 -4.75305 0.24
H -3.37125 -9.57001 -3.91933 0.14
H -2.20132 -8.96920 -2.65554 0.15
H -4.02899 -6.51237 -5.06371 0.15
H -4.10157 -8.29856 -5.24130 0.14
C 2.92077 1.77562 -2.13739 -0.71
O 2.43108 0.76434 -1.68285 0.13
N 3.99841 2.39268 -1.71075 0.20
N 2.48823 2.28527 -3.26532 0.23
H 4.67742 2.14685 -1.00462 0.14
H 4.29834 3.26485 -2.12242 0.13
H 1.63218 1.89887 -3.63679 0.14
H 3.08611 2.73226 -3.94563 0.14
C 3.82507 -2.64773 4.53942 -0.66
O 2.81764 -3.15880 3.93260 0.09
N 4.08536 -3.00204 5.75469 0.21
N 4.79800 -2.01210 3.97070 0.21
H 4.66797 -2.41729 6.33667 0.14
H 3.30964 -3.30596 6.32564 0.14
H 4.72095 -1.83495 2.97934 0.14
H 5.67442 -1.77446 4.41287 0.14
C -0.11566 4.07161 3.54010 -0.80
O -0.40671 3.04963 2.98161 0.11
N -0.82073 4.57728 4.42769 0.24
N 1.04377 4.66595 3.56438 0.23
H -0.78130 5.47483 4.88916 0.16
H -1.59239 3.97770 4.68294 0.16
H 1.70581 3.92136 3.39886 0.14
H 1.09607 5.51258 4.11262 0.14
```

Output
Net charge: +3
Relative energy (zero: lowest compared OMol25 entry of this formula, charge and spin), kJ/mol: 720.4
HOMO energy, eV: -15.78
E_LUMO, Ha: -0.5349
Frontier orbital gap, hartree: 0.0452
Maximum force, eV/Å: 9.60